[1]
C22H29F3N3O2 | the ωB97M-V functional and the def2-TZVPD basis

Each line ends with the Mulliken charge.
CARTESIAN COORDINATES (ANGSTROEM)
C 4.578307 2.823660 1.840249  -0.762
O 3.615748 2.864845 0.807232  -0.314
C 4.132971 2.694648 -0.485116  -0.905
C 3.110458 1.973208 -1.345623  -0.664
C 3.160267 0.420766 -1.221423  -1.625
C 1.867618 -0.081675 -0.656492  0.760
C 0.752039 -0.354435 -1.455931  0.672
C 0.895250 -0.176799 -2.947749  -1.457
N 1.521255 -1.365330 -3.570420  -0.536
C -0.437602 -0.764691 -0.850696  0.400
C -1.632331 -1.105448 -1.682576  -0.988
C -1.916508 -2.618906 -1.731521  0.540
C -0.751041 -3.544275 -1.575150  -1.122
N -3.064547 -3.093635 -1.942320  -0.722
C -0.516096 -0.865312 0.559631  0.722
C -1.838986 -1.237191 1.210796  -1.613
C -2.692598 -0.006220 1.532248  1.125
C -2.178274 1.042669 2.303108  -0.558
C -2.920769 2.185026 2.591162  -0.869
C -4.217864 2.316989 2.109514  -0.673
C -4.751067 1.277271 1.361842  -0.731
C -4.014956 0.120820 1.063716  1.109
C -4.751847 -0.927921 0.250578  -1.959
C 0.619802 -0.625884 1.304310  0.086
C 0.805190 -0.772999 2.814651  0.533
F -0.254104 -1.235464 3.437875  -0.255
F 1.113267 0.412038 3.340312  -0.233
F 1.799655 -1.618848 3.067243  -0.275
N 1.757713 -0.233756 0.665855  0.639
O 2.848230 0.045167 1.456973  -0.399
H 5.037926 3.802006 1.983070  0.330
H 5.360323 2.087572 1.645758  0.346
H 4.080826 2.547065 2.763510  0.211
H 4.355771 3.667412 -0.930693  0.468
H 5.075497 2.140647 -0.490509  0.396
H 2.139657 2.350062 -1.026247  0.339
H 3.240706 2.279168 -2.378919  0.533
H 4.006371 0.125899 -0.612770  0.646
H 3.317159 -0.019053 -2.193690  0.526
H 1.491219 0.720178 -3.104053  0.308
H -0.059600 0.018192 -3.412352  0.486
H 2.017670 -1.909168 -2.878028  0.252
H 2.203590 -1.053215 -4.249174  0.362
H -1.520997 -0.794477 -2.711365  0.459
H -2.494666 -0.589256 -1.278229  0.055
H 0.048085 -3.218561 -2.238242  0.247
H -0.376986 -3.522418 -0.550358  0.263
H -1.060003 -4.557399 -1.792263  0.416
H -3.756857 -2.351051 -2.042336  0.293
H -1.696401 -1.871783 2.073488  0.750
H -2.421196 -1.823442 0.518153  0.152
H -1.175859 1.022578 2.690243  0.292
H -2.478863 2.969340 3.184881  0.444
H -4.769730 3.215031 2.334586  0.409
H -5.764154 1.372909 1.001199  0.441
H -5.802325 -0.878199 0.515195  0.540
H -4.423300 -1.941752 0.442457  0.458
H -4.700347 -0.672566 -0.806076  0.273
H 3.487322 -0.664061 1.290511  0.379

Forces on atoms 1 to 6 (eV/Å):
C 0.033 0.255 0.151
O -0.065 -0.597 0.139
C 0.111 0.306 -0.381
C 0.073 0.119 0.240
C -0.227 0.500 0.156
C 0.169 -0.022 -0.346

Calculated values
SMILES string: [H]/N=C(/C)Cc1c(CN)c(CCCOC)[n+](O)c(C(F)(F)F)c1Cc1ccccc1C
HOMO-LUMO gap in eV: 7.48
DFT total energy in hartree: -1469.7576
HOMO level in eV: -11.64
Net charge: +1

***

[2]
C5H8O | the ωB97M-V functional and the def2-TZVPD basis

Each line ends with the Mulliken charge.
CARTESIAN COORDINATES (ANGSTROEM)
C 0.386033 -1.772135 0.239468  -0.829
C -0.526298 -0.788737 0.755828  0.245
C 0.699506 0.259124 0.691367  -0.562
C 0.334722 1.117536 -0.526746  -0.467
C -0.825472 0.353638 -1.180788  -0.554
O -1.504545 -0.256171 -0.098735  -0.463
H 0.887940 -2.226911 1.114929  0.269
H -0.441149 -0.407227 -1.865997  0.323
H -0.957794 -0.864001 1.758874  0.471
H 0.683506 0.796814 1.641890  0.342
H 1.697729 -0.189903 0.589514  0.292
H 0.004636 2.109527 -0.205857  0.254
H 1.179620 1.242894 -1.208820  0.312
H -1.542131 0.992490 -1.700985  0.365

Forces on atoms 1 to 6 (eV/Å):
C -0.046 0.284 0.329
C 0.046 -0.349 0.126
C 0.123 0.094 0.025
C 0.009 0.031 -0.057
C 0.037 0.163 -0.187
O -0.087 -0.023 0.004

Calculated values
HOMO-LUMO gap in eV: 9.29
DFT total energy in hartree: -270.4045
HOMO level in eV: -8.80
ΔE to the lowest compared entry with this formula, charge and spin in kcal per mole: 96.26

***

[3]
C6H4F2O2 | the ωB97M-V functional and the def2-TZVPD basis

Each line ends with the Mulliken charge.
CARTESIAN COORDINATES (ANGSTROEM)
C 1.932557 -0.131709 0.927424  -0.384
C 0.884713 0.818176 0.983210  -0.377
C 1.813888 -0.788460 -0.307546  -0.400
C 0.316488 0.870734 -0.300135  0.561
C -0.736791 1.621680 -0.733871  0.126
C -2.147978 -0.866871 -0.444251  0.129
O -1.278280 2.593220 -1.112226  -0.373
O 0.862391 -0.136521 -1.124773  -0.324
F -3.110621 -0.453318 0.388118  -0.223
F -1.391905 -1.761179 0.271735  -0.211
H 2.661277 -0.309872 1.752545  0.363
H 0.442234 1.357244 1.789180  0.437
H 2.355258 -1.559900 -0.817031  0.444
H -2.603225 -1.253230 -1.272380  0.233

Forces on atoms 1 to 6 (eV/Å):
C -0.169 -1.352 -0.686
C -0.329 0.150 -1.509
C -0.303 2.248 0.731
C 2.006 -1.615 0.365
C -1.714 0.313 -0.861
C 0.987 0.405 3.480

Calculated values
HOMO-LUMO gap (alpha / beta) in eV: 6.59 / 8.67
DFT total energy in hartree: -581.0558
HOMO level (alpha / beta) in eV: -6.85 / -8.82
ΔE to the lowest compared entry with this formula, charge and spin in kcal per mole: 120.12

***

[4]
C8H8N2S | the ωB97M-V functional and the def2-TZVPD basis

Each line ends with the Mulliken charge.
CARTESIAN COORDINATES (ANGSTROEM)
C -3.870399 0.125140 -0.008519  -0.925
C -2.397528 -0.004301 0.071614  0.633
C -0.292483 0.642144 0.022163  -0.359
C 0.791879 1.535717 0.055233  -0.423
C 2.100593 1.040216 0.067256  -0.626
C 2.260057 -0.378899 0.048877  0.903
C 1.188979 -1.280347 -0.026302  -0.694
C -0.092554 -0.733285 -0.029643  0.644
H -4.387139 0.053259 1.067738  0.221
H -4.429088 -0.599735 -0.757512  0.292
H -4.041588 1.209702 -0.348203  0.288
H 0.628180 2.647968 0.087206  0.345
H 2.976826 1.663557 0.073892  0.406
H 4.138547 -0.342920 -0.640533  0.264
H 3.681453 -1.849618 -0.011317  0.227
H 1.415855 -2.320319 0.090615  0.287
N -1.596927 0.995574 0.034617  -0.585
N 3.548367 -0.857992 0.130427  -0.636
S -1.623022 -1.545862 0.072394  -0.261

Forces on atoms 1 to 6 (eV/Å):
C -2.733 0.830 0.532
C -0.107 -0.104 -0.395
C 0.847 0.052 -0.143
C 1.009 0.962 -0.028
C -2.004 -1.152 -0.203
C -1.033 0.147 -0.216

Calculated values
SMILES string: Cc1nc2ccc(N)cc2s1
HOMO-LUMO gap in eV: 8.64
DFT total energy in hartree: -817.3466
HOMO level in eV: -7.85
ΔE to the lowest compared entry with this formula, charge and spin in kcal per mole: 20.92

***

[5]
C28H20CrFN2O11 | the ωB97M-V functional and the def2-TZVPD basis

Each line ends with the Mulliken charge.
CARTESIAN COORDINATES (ANGSTROEM)
Cr 0.598461 -0.848277 -0.898159  0.425
O -0.008108 -0.681126 1.595314  -0.646
C 0.615824 -1.773051 2.276121  3.134
C 1.487303 -2.650816 1.305836  0.077
O 2.044688 -3.624345 1.788912  -0.687
O 1.538637 -2.277381 0.086676  -0.660
C -0.500072 -2.615135 2.888857  -0.563
C -1.156167 -2.156504 4.028979  -0.368
C -2.259365 -2.828958 4.531023  -0.837
C -2.726961 -3.971092 3.893692  -0.465
C -2.080956 -4.432677 2.757173  -0.858
C -0.972637 -3.760691 2.258443  0.049
C 1.539648 -1.184248 3.330691  -0.916
C 1.787636 0.181479 3.381240  -0.141
C 2.642647 0.706378 4.344093  -0.851
C 3.254455 -0.127632 5.265218  -0.322
C 3.008800 -1.494913 5.216705  -0.897
C 2.159879 -2.020473 4.257499  -0.080
H -0.813162 -1.025475 1.175504  0.467
H -0.797367 -1.260570 4.520960  0.441
H -2.758029 -2.457846 5.418118  0.381
H -3.592174 -4.496049 4.279201  0.405
H -2.443135 -5.317033 2.247300  0.461
H -0.475339 -4.132843 1.372120  0.416
H 1.308199 0.832611 2.664712  0.384
H 2.828567 1.773250 4.368726  0.397
H 3.919824 0.281415 6.015775  0.378
H 3.485441 -2.157035 5.929350  0.369
H 1.981073 -3.085423 4.202705  0.440
F -2.067642 1.933909 -5.991841  -0.317
C -1.142929 2.629006 -5.316936  0.270
C -0.147571 2.013251 -4.674746  -0.088
N 0.821690 2.709429 -3.985947  0.122
C 1.886620 1.984221 -3.310967  -1.056
C 1.377927 0.988530 -2.285700  1.317
O 2.225056 0.281062 -1.685988  -0.689
O 0.141115 0.854687 -2.090046  -0.776
C 0.789751 4.084515 -3.889081  0.542
O 1.610630 4.742554 -3.283849  -0.650
N -0.268269 4.676332 -4.554638  -0.078
C -1.280442 4.074723 -5.298527  0.293
O -2.142901 4.728093 -5.841654  -0.631
H -0.069388 0.935854 -4.657590  0.482
H 2.522886 2.712700 -2.815893  0.393
H 2.494703 1.441024 -4.036176  0.292
H -0.303496 5.682688 -4.486606  0.215
O -0.675797 -2.409193 -2.518190  -0.761
C -1.459973 -2.365416 -1.564015  0.910
O -1.302974 -1.563093 -0.572756  -0.728
C -2.645308 -3.283547 -1.506825  -0.123
C -2.887791 -4.144109 -2.568603  -0.481
C -3.968222 -5.028781 -2.559830  -0.959
C -4.774471 -5.000303 -1.449555  0.936
O -5.869836 -5.783209 -1.167802  -0.503
C -6.463892 -5.162095 -0.031924  -0.195
O -5.466546 -4.378311 0.601378  -0.500
C -4.532029 -4.147301 -0.387637  0.810
C -3.478036 -3.273808 -0.379074  -0.892
H -2.206167 -4.110735 -3.407141  0.480
H -4.163256 -5.704937 -3.380568  0.415
H -6.818223 -5.927550 0.655407  0.235
H -7.286469 -4.515305 -0.363573  0.254
H -3.278214 -2.611610 0.450604  0.527

Forces on atoms 1 to 6 (eV/Å):
Cr 0.055 0.077 -0.039
O 0.014 0.039 -0.017
C 0.028 -0.037 0.014
C -0.071 0.078 0.041
O 0.001 -0.009 -0.010
O -0.015 -0.008 -0.039

Calculated values
HOMO-LUMO gap (alpha / beta) in eV: 7.73 / 8.70
<S²>: 6.0088
Spin multiplicity: 5
DFT total energy in hartree: -3160.7859
HOMO level (alpha / beta) in eV: -5.29 / -6.26
ΔE to the lowest compared entry with this formula, charge and spin in kcal per mole: 0.07
Net charge: -1